Record 1
C36H29CoF2N9O4SSe as an isolated structure. Source: the OMol25 dataset; level of theory: ωB97M-V/def2-TZVPD.

Each line ends with the Mulliken charge.
Element x y z (Å)
Co -0.3360 -0.9055 -0.6865  -0.14
F -0.5960 -1.0070 4.6154  -0.39
C 0.1255 -0.7694 3.5029  0.27
C -0.4312 -1.0343 2.2703  -0.67
C 0.2996 -0.7866 1.1095  1.17
C 1.6272 -0.3173 1.2415  0.58
C 2.1254 -0.0502 2.5134  1.17
F 3.3883 0.4261 2.6735  -0.41
C 1.3995 -0.2540 3.6649  -1.19
C 2.4106 -0.2842 -0.0035  -0.39
C 3.7693 0.0139 -0.1205  -0.52
C 4.3929 -0.1157 -1.3471  -0.78
C 3.6637 -0.5587 -2.4391  -1.10
C 2.3225 -0.8287 -2.2479  -0.41
N 1.7052 -0.6810 -1.0806  0.15
H -1.4319 -1.4391 2.2325  0.40
H 1.8141 -0.0421 4.6392  0.53
H 4.3302 0.3278 0.7432  0.53
H 5.4466 0.1117 -1.4437  0.47
H 4.1144 -0.6943 -3.4117  0.48
H 1.7135 -1.1942 -3.0628  0.49
C -0.7483 -0.9382 -4.0690  -1.08
O -1.1152 -1.0303 -2.6965  0.31
H -1.5552 -0.4765 -4.6381  0.27
H -0.5569 -1.9352 -4.4708  0.33
H 0.1484 -0.3322 -4.1972  0.30
H -2.0060 -0.6195 -2.5847  0.21
C -1.0857 2.1637 1.3186  -1.53
C -0.5749 2.3022 -0.0712  0.59
N -0.4031 1.3358 -0.9462  0.96
C 0.0384 1.9328 -2.1061  -0.66
C 0.1339 3.2721 -1.9351  -1.12
N -0.2560 3.5031 -0.6329  0.33
C -0.2121 4.7860 0.0216  -1.07
N 1.1244 5.3258 0.0299  0.72
N 1.3679 6.5101 -0.5782  -0.78
N 2.6035 6.8045 -0.4627  -0.55
C 3.2281 5.7922 0.2355  0.05
C 4.5650 5.6438 0.6161  -0.75
C 4.8942 4.5058 1.3121  -0.76
C 3.9263 3.5267 1.6239  -0.37
C 2.6078 3.6552 1.2522  -0.05
C 2.2780 4.8238 0.5561  1.03
H -1.5512 1.1911 1.4194  0.06
H -1.8457 2.9153 1.5308  0.72
H -0.2865 2.2410 2.0604  0.25
H 0.2535 1.3609 -2.9902  0.38
H 0.4432 4.0698 -2.5880  0.48
H -0.5863 4.6700 1.0367  0.48
H -0.8231 5.5150 -0.5076  0.36
H 5.2975 6.3991 0.3669  0.42
H 5.9160 4.3485 1.6310  0.39
H 4.2295 2.6459 2.1728  0.46
H 1.8820 2.8859 1.4811  0.14
Se -1.2485 -3.8221 -2.1286  0.27
N -0.1439 -3.1038 -0.9294  0.02
C 0.3399 -4.0946 -0.2037  0.85
C 1.2700 -3.9530 0.8753  -0.26
C 1.6807 -5.0650 1.5275  -0.89
C 1.2110 -6.3753 1.1714  -0.53
C 0.3319 -6.5589 0.1613  -0.78
C -0.1330 -5.4144 -0.5628  0.34
N -0.9861 -5.4700 -1.5669  -0.88
H 1.6130 -2.9691 1.1571  0.51
H 2.3800 -4.9719 2.3485  0.44
H 1.5728 -7.2263 1.7337  0.37
H -0.0354 -7.5366 -0.1180  0.46
O -2.4848 -3.0645 0.8202  -0.59
C -3.0436 -2.0816 0.3708  -0.04
N -2.4124 -0.9900 -0.1753  0.87
S -3.4784 0.1180 -0.6975  0.99
O -3.3674 0.2609 -2.1472  -0.91
O -3.4546 1.3503 0.0412  -0.69
C -4.9356 -0.7866 -0.2951  0.44
C -6.2620 -0.4461 -0.4696  -0.84
C -7.2075 -1.3654 -0.0335  -0.58
C -6.8208 -2.5682 0.5561  -0.56
C -5.4794 -2.8838 0.7254  -0.52
C -4.5396 -1.9675 0.2899  -0.17
H -6.5506 0.4909 -0.9261  0.50
H -8.2602 -1.1451 -0.1519  0.41
H -7.5815 -3.2627 0.8878  0.41
H -5.1593 -3.8091 1.1855  0.56

## Properties
HOMO (alpha / beta) (eV): -7.954 / -8.211
Kohn-Sham gap (alpha / beta) (eV): 7.35 / 7.61
Multiplicity: 2
Charge: 0

***

Record 2
C36H29GeHgO6PS2 as an isolated structure. Source: the OMol25 dataset; level of theory: ωB97M-V/def2-TZVPD.

Each line ends with the Mulliken charge.
Element x y z (Å)
Hg -0.3600 0.1963 0.1337  1.57
O 0.8283 -1.3288 1.8930  -0.67
S 0.3325 -0.5890 3.0606  1.18
O 1.2847 -0.4772 4.1396  -0.79
O -0.2910 0.6745 2.6635  -0.75
C -1.0025 -1.6144 3.7163  -0.01
C -0.9424 -1.8483 5.0838  -0.54
C -1.8948 -2.6272 5.7261  -0.54
C -2.9251 -3.1875 4.9978  -0.55
C -3.0006 -2.9621 3.6306  -0.65
C -2.0537 -2.1825 2.9783  -0.10
S -2.3192 -2.0346 1.2037  1.32
O -2.2512 -0.5594 0.9265  -0.65
O -3.6527 -2.5288 0.9685  -0.79
O -1.2593 -2.7497 0.5247  -0.57
H -0.1191 -1.4087 5.6279  0.52
H -1.8238 -2.7949 6.7939  0.37
H -3.6745 -3.7989 5.4853  0.37
H -3.8025 -3.3815 3.0413  0.52
C -0.3696 6.6225 -4.1338  -0.51
C -0.7333 7.0643 -2.8717  -0.51
C -0.6180 6.2131 -1.7790  -0.67
C -0.1505 4.9109 -1.9293  0.37
C 0.2240 4.4835 -3.2038  0.28
C 0.1130 5.3288 -4.2956  -0.63
P -0.1343 3.8395 -0.4259  -0.32
C -1.6579 2.8722 -0.7524  -0.29
C -2.5877 2.8019 0.2838  -0.15
C -3.7989 2.1468 0.1026  -0.69
C -4.0890 1.5541 -1.1134  -0.44
C -3.1650 1.6096 -2.1512  -0.62
C -1.9567 2.2627 -1.9732  0.78
C 1.2761 2.7134 -0.7978  1.16
C 2.4581 3.3444 -1.2063  -0.55
C 3.6495 2.6488 -1.3119  -0.82
C 3.6876 1.3034 -0.9707  -0.63
C 2.5256 0.6695 -0.5617  -0.39
C 1.3118 1.3520 -0.4865  -0.57
H -0.4570 7.2821 -4.9883  0.37
H -1.1028 8.0730 -2.7340  0.39
H -0.8985 6.5615 -0.7913  0.36
H 0.6202 3.4863 -3.3458  0.18
H 0.4023 4.9748 -5.2780  0.40
H -2.3366 3.2274 1.2471  0.34
H -4.4960 2.0690 0.9263  0.39
H -5.0211 1.0202 -1.2479  0.37
H -3.3803 1.1332 -3.0994  0.38
H -1.2433 2.2891 -2.7882  0.04
H 2.4412 4.4034 -1.4384  0.43
H 4.5477 3.1602 -1.6363  0.39
H 4.6164 0.7476 -1.0167  0.41
H 2.5720 -0.3786 -0.2899  0.54
Ge -0.1989 -1.3315 -2.0980  -0.07
C 1.3780 -2.4486 -1.8728  0.49
C 1.7322 -2.9361 -0.6129  -0.27
C 2.8910 -3.6844 -0.4577  -0.60
C 3.7055 -3.9519 -1.5501  -0.46
C 3.3612 -3.4699 -2.8048  -0.66
C 2.2039 -2.7187 -2.9639  -0.19
C 0.0045 -0.1855 -3.6661  0.24
C 1.1677 0.5451 -3.9188  0.25
C 1.2351 1.4271 -4.9889  -0.74
C 0.1382 1.5997 -5.8229  -0.31
C -1.0228 0.8750 -5.5912  -0.68
C -1.0832 -0.0111 -4.5244  -0.76
H -1.5241 -2.0975 -2.2730  -0.01
H 1.1054 -2.7271 0.2462  0.13
H 3.1598 -4.0518 0.5247  0.41
H 4.6113 -4.5323 -1.4226  0.37
H 3.9950 -3.6721 -3.6601  0.39
H 1.9481 -2.3320 -3.9445  0.40
H 2.0294 0.4342 -3.2706  0.40
H 2.1444 1.9911 -5.1610  0.33
H 0.1867 2.2973 -6.6503  0.43
H -1.8806 1.0005 -6.2407  0.40
H -1.9908 -0.5797 -4.3531  0.48

## Properties
HOMO (alpha / beta) (eV): -4.477 / -6.057
Kohn-Sham gap (alpha / beta) (eV): 6.91 / 7.28
Multiplicity: 2
Charge: -1

***

Record 3
C36H29MnN7O4 as an isolated structure in a non-equilibrium geometry. Source: the OMol25 dataset; level of theory: ωB97M-V/def2-TZVPD.

Each line ends with the Mulliken charge.
Element x y z (Å)
Mn 0.9508 -1.0404 -1.4180  0.43
N 1.3484 -1.0706 1.3249  -0.24
C 0.3237 -1.6426 2.0914  0.67
C -0.0183 -1.0978 3.3260  -0.86
C -1.0307 -1.6428 4.0920  -0.67
C -1.7451 -2.7224 3.6043  -0.97
C -1.4038 -3.2716 2.3824  -0.69
C -0.3495 -2.7801 1.6165  0.74
C 0.0671 -3.5328 0.4110  1.42
C 0.0359 -4.9254 0.5586  -0.86
C 0.4154 -5.7777 -0.4557  -0.66
C 0.8170 -5.2387 -1.6657  -0.93
C 0.8625 -3.8650 -1.8230  -0.02
C 0.5063 -2.9623 -0.8057  -0.35
H 1.7414 -0.2352 1.7494  0.22
H 2.0760 -1.7401 1.0822  0.37
H 0.5378 -0.2466 3.6935  0.38
H -1.2558 -1.2306 5.0654  0.41
H -2.5606 -3.1416 4.1784  0.41
H -1.9685 -4.1109 2.0038  0.62
H -0.2557 -5.3402 1.5138  0.53
H 0.4057 -6.8481 -0.2988  0.37
H 1.1293 -5.8810 -2.4763  0.44
H 1.2199 -3.4791 -2.7723  0.41
C -1.0745 2.8855 5.1619  -1.90
C -1.6223 2.0555 4.0381  1.60
C -2.7350 1.2531 4.2500  -0.95
C -3.2271 0.4524 3.2358  -1.04
C -2.6504 0.4865 1.9825  -0.86
C -1.5761 1.3357 1.7327  -0.57
N -1.0510 1.4529 0.4434  0.84
C -1.0204 2.6576 -0.2230  1.25
C -1.8091 3.7162 0.2508  -1.25
C -1.8445 4.9313 -0.3953  -0.58
C -1.0926 5.1359 -1.5418  -0.86
C -0.3161 4.1005 -2.0240  -0.25
C -0.2578 2.8666 -1.3867  0.29
C 0.6425 1.8211 -2.0084  -0.05
O 0.9420 1.9224 -3.1953  -0.72
O 1.0522 0.8982 -1.2284  -0.70
C -1.0169 2.0835 2.7823  2.16
C 0.2257 2.8919 2.5444  -2.44
H -1.7651 2.8818 6.0027  0.43
H -0.9178 3.9124 4.8357  0.33
H -0.1149 2.4946 5.5041  0.36
H -3.2111 1.2483 5.2210  0.33
H -4.0771 -0.1864 3.4196  0.41
H -3.0351 -0.1335 1.1862  0.52
H -0.8989 0.6036 -0.0930  -0.26
H -2.4269 3.5517 1.1234  0.47
H -2.4695 5.7212 -0.0010  0.41
H -1.1236 6.0883 -2.0507  0.39
H 0.2797 4.2382 -2.9145  0.49
H -0.0098 3.9403 2.3490  0.39
H 0.7606 2.5111 1.6770  0.33
H 0.8857 2.8499 3.4099  0.65
N 2.7560 -1.4265 -1.1355  -0.50
C 3.9159 -1.3315 -0.9887  0.83
C 5.2367 -1.1979 -0.6938  -0.27
C 6.1680 -2.2105 -0.9346  0.08
N 6.9506 -3.0392 -1.0971  -0.51
C 5.6556 -0.0178 -0.0684  0.08
N 5.9973 0.9328 0.4859  -0.52
C -1.9231 0.8799 -4.4565  -1.07
N -0.7142 0.1152 -4.6432  0.21
C 0.0797 0.3048 -5.7393  -0.06
C 1.2574 -0.3205 -5.8774  -0.85
C 1.7448 -1.2009 -4.8134  0.22
O 2.7452 -1.8918 -4.9116  -0.70
N 0.9684 -1.2151 -3.6809  0.15
C -0.1790 -0.5760 -3.5791  0.46
O -0.8327 -0.6563 -2.4953  -0.72
H -2.4522 0.9657 -5.4057  0.42
H -1.6828 1.8756 -4.0721  0.30
H -2.5493 0.3612 -3.7305  0.28
H -0.3200 0.9795 -6.4860  0.36
H 1.8814 -0.1780 -6.7457  0.41

## Properties
HOMO (alpha / beta) (eV): -5.629 / -5.631
Kohn-Sham gap (alpha / beta) (eV): 7.23 / 7.99
Multiplicity: 5
Charge: -1

***

| no. | E_tot (Ha) |
| --- | --- |
| 1 | -6565.16864 |
| 2 | -5208.81741 |
| 3 | -3224.67820 |